(1)
ORCA calculation (ωB97M-V/def2-TZVPD) on 4 unconnected molecules or ions with the total composition C32H56BBrI2O19PS3 in a non-equilibrium geometry.

Properties
* largest force on an atom: 3.42 eV Å⁻¹
* orbital gap: 5.07 eV
* charge: -1
* HOMO: -3.89 eV
* calculated total energy: -7412.4031 hartree

Geometry (Å):
C -1.145 -2.941 5.243
C -0.820 -2.966 3.836
C 0.721 -3.228 3.460
O 1.128 -4.395 3.485
O 1.463 -2.100 3.088
C 2.828 -2.424 2.739
C 3.673 -1.050 2.919
C 3.905 -0.295 1.502
C 3.384 1.219 1.506
C 2.768 1.693 0.082
C 1.168 1.691 0.155
C 0.465 0.925 -1.091
C 0.929 1.778 -2.364
C 2.032 1.036 -3.268
O 1.856 -0.034 -3.861
O 3.295 1.675 -3.441
O 1.166 -0.351 -1.028
B 0.288 -1.529 -1.080
P 0.653 -3.045 0.056
O 1.779 -4.007 -0.821
Br -1.264 -4.297 0.115
O -1.051 -0.938 -0.983
C -1.104 0.518 -0.936
C -1.708 0.752 0.526
C -3.236 0.334 0.688
C -3.501 0.201 2.284
C -4.698 -0.800 2.648
C -5.976 -0.061 3.260
C -6.764 0.878 2.227
C -6.880 0.303 0.740
C -8.008 -0.835 0.672
C -7.372 -2.313 0.839
C -6.374 -2.695 -0.367
C -2.112 0.821 -2.133
I -2.564 -0.827 -3.518
C -2.735 2.046 -2.415
C -3.761 2.284 -3.629
I -2.342 3.796 -1.175
H -0.978 -2.006 5.869
H -1.515 -3.899 5.720
H -1.571 -2.791 3.003
H 3.323 -3.193 3.410
H 2.971 -2.762 1.665
H 3.088 -0.404 3.660
H 4.657 -1.347 3.416
H 3.525 -0.914 0.623
H 5.048 -0.249 1.382
H 4.304 1.873 1.731
H 2.667 1.381 2.370
H 3.209 1.130 -0.795
H 3.088 2.793 -0.033
H 0.783 2.772 0.113
H 0.892 1.214 1.162
H 0.099 2.066 -3.080
H 1.431 2.763 -2.052
H 3.664 1.349 -4.289
H 0.405 -2.005 -2.186
H 1.279 -4.651 -1.361
H -1.519 1.826 0.861
H -1.091 0.094 1.234
H -3.853 1.250 0.366
H -3.530 -0.616 0.144
H -3.706 1.226 2.764
H -2.549 -0.178 2.808
H -4.317 -1.529 3.438
H -4.929 -1.404 1.707
H -5.683 0.567 4.176
H -6.709 -0.843 3.637
H -6.359 1.952 2.261
H -7.839 0.959 2.624
H -7.201 1.178 0.076
H -5.905 -0.083 0.309
H -8.768 -0.674 1.520
H -8.593 -0.857 -0.300
H -6.872 -2.371 1.864
H -8.234 -3.052 0.826
H -6.534 -3.798 -0.585
H -5.276 -2.530 -0.099
H -6.615 -2.047 -1.270
H -4.493 1.408 -3.739
H -4.416 3.170 -3.300
H -3.238 2.550 -4.600
C 1.778 5.242 -6.729
C 2.454 5.113 -5.374
O 1.453 5.488 -4.425
S -0.002 5.055 -4.991
O -0.356 3.799 -4.401
O -0.861 6.199 -4.956
O 0.440 4.785 -6.528
H 1.737 6.286 -7.052
H 2.273 4.645 -7.495
H 3.332 5.754 -5.283
H 2.740 4.076 -5.171
C 2.339 -7.527 5.170
C 2.619 -6.323 6.053
O 2.898 -6.868 7.345
S 3.614 -8.311 7.167
O 5.030 -8.129 7.284
O 2.891 -9.273 7.941
O 3.261 -8.533 5.602
H 1.325 -7.905 5.327
H 2.482 -7.306 4.113
H 1.775 -5.637 6.098
H 3.508 -5.784 5.714
C 7.591 3.907 -4.989
C 8.491 5.124 -4.844
O 7.629 6.245 -5.047
S 6.148 5.880 -4.498
O 6.012 6.414 -3.179
O 5.202 6.144 -5.541
O 6.354 4.278 -4.379
H 7.398 3.681 -6.041
H 8.007 3.026 -4.499
H 9.305 5.128 -5.568
H 8.903 5.193 -3.833

(2)
ORCA calculation (ωB97M-V/def2-TZVPD) on a molecular structure, C16H19N2O6Sr.

Properties
* largest force on an atom: 0.69 eV Å⁻¹
* orbital gap: 9.11 eV
* charge: +1
* HOMO: -12.14 eV
* calculated total energy: -1212.7097 hartree

Geometry (Å):
Sr 0.738 0.226 -0.327
O -1.086 3.566 1.278
C -0.633 2.516 0.486
O 0.655 2.533 0.245
C -1.506 2.447 -0.780
C -2.591 3.296 -1.001
C -3.295 3.178 -2.184
C -2.909 2.228 -3.124
C -1.821 1.431 -2.823
N -1.152 1.543 -1.681
C -1.286 0.335 -3.702
O -1.675 0.290 -4.967
O -0.526 -0.505 -3.273
H -0.294 4.053 1.532
H -2.860 4.021 -0.250
H -4.145 3.818 -2.379
H -3.468 2.112 -4.043
H -2.212 1.048 -5.214
O 0.173 -2.141 -1.219
C 1.306 -2.967 -1.472
C 2.257 -2.935 -0.308
C 2.859 -4.112 0.112
C 3.793 -4.068 1.134
C 4.086 -2.846 1.716
C 3.424 -1.723 1.256
N 2.527 -1.754 0.266
H -0.256 -1.911 -2.060
H 1.830 -2.627 -2.372
H 0.983 -3.995 -1.642
H 2.595 -5.050 -0.357
H 4.277 -4.974 1.474
H 4.805 -2.758 2.517
H 3.620 -0.754 1.701
C 0.542 0.590 2.908
C -0.850 1.113 2.577
C -1.938 0.198 3.102
O -1.040 1.217 1.154
H 0.683 0.545 3.988
H 1.316 1.245 2.502
H 0.675 -0.438 2.540
H -0.975 2.112 2.995
H -1.861 -0.788 2.637
H -2.919 0.611 2.878
H -1.848 0.075 4.182

(3)
ORCA calculation (ωB97M-V/def2-TZVPD) on C5H10O in the gas phase.

Properties
* largest force on an atom: 0.36 eV Å⁻¹
* orbital gap (spin up / spin down): 7.52 / 6.94 eV
* charge: 0
* HOMO (spin up / spin down): -8.42 / -8.13 eV
* calculated total energy: -271.6147 hartree

Geometry (Å):
C 2.208 0.012 -0.397
C 1.107 -0.804 0.327
C -0.179 -0.596 -0.335
C -2.266 0.295 0.397
C -0.825 0.692 -0.192
O -0.244 1.662 0.423
H 1.897 1.059 -0.429
H 3.140 -0.067 0.168
H 2.383 -0.364 -1.410
H 1.382 -1.858 0.422
H 0.990 -0.326 1.315
H -0.658 -1.371 -0.936
H -2.141 -0.066 1.421
H -2.806 1.241 0.423
H -2.819 -0.439 -0.197
H -1.108 0.879 -1.283

(4)
ORCA calculation (ωB97M-V/def2-TZVPD) on a molecular structure, C34H51N6OPSn in a non-equilibrium geometry.

Properties
* largest force on an atom: 3.06 eV Å⁻¹
* orbital gap (spin up / spin down): 1.67 / 2.32 eV
* charge: -2
* HOMO (spin up / spin down): 2.51 / 1.88 eV
* calculated total energy: -2285.3729 hartree

Geometry (Å):
Sn 0.840 -0.373 0.241
N 0.133 -2.580 2.112
N 0.714 -2.587 -1.326
C 2.727 1.539 -0.385
C 3.586 0.428 -0.073
C 3.285 -0.017 1.257
C 3.816 -1.213 1.965
H 4.353 -1.890 1.285
H 3.011 -1.792 2.446
H 4.510 -0.901 2.763
C 2.266 0.841 1.796
C 1.666 0.749 3.148
H 2.199 1.392 3.868
H 1.674 -0.286 3.522
H 0.620 1.075 3.107
C 1.905 1.806 0.766
C 0.860 2.859 0.897
H 0.019 2.539 1.530
H 0.433 3.141 -0.078
H 1.301 3.759 1.353
C 4.470 -0.326 -0.995
H 5.456 -0.475 -0.526
H 4.601 0.196 -1.951
H 4.069 -1.331 -1.215
C 2.524 2.218 -1.692
H 1.453 2.284 -1.950
H 3.012 1.683 -2.515
H 2.916 3.248 -1.657
C -0.795 -2.911 3.009
H -0.932 -2.225 3.842
C -1.536 -4.085 2.925
H -2.245 -4.309 3.719
C -1.337 -4.941 1.839
H -1.887 -5.867 1.764
C -0.407 -4.579 0.866
H -0.180 -5.185 0.004
C 0.264 -3.349 1.024
C 1.139 -2.751 0.019
H 2.228 -2.835 0.152
C 0.479 -1.323 -1.793
C 0.688 -3.495 -2.397
H 0.784 -4.558 -2.209
C 0.608 -2.770 -3.524
H 0.530 -3.084 -4.550
N 0.608 -1.411 -3.150
C 0.738 -0.267 -4.015
C 1.966 0.059 -4.622
C 2.040 1.218 -5.408
H 2.995 1.475 -5.879
C 0.934 2.041 -5.609
C 0.993 3.232 -6.513
H 0.960 4.171 -5.949
H 0.143 3.241 -7.203
H 1.915 3.226 -7.099
C -0.250 1.740 -4.929
H -1.124 2.384 -5.032
C -0.352 0.599 -4.127
C -1.612 0.307 -3.378
H -2.070 -0.646 -3.685
H -2.332 1.103 -3.599
H -1.447 0.278 -2.287
C 3.215 -0.742 -4.408
H 3.357 -1.493 -5.197
H 3.244 -1.256 -3.439
H 4.086 -0.069 -4.454
C -2.206 3.154 2.936
N -2.441 2.088 1.954
C -2.598 2.511 0.561
P -2.254 0.475 2.299
O -0.999 -0.103 1.712
N -2.244 0.372 3.944
C -1.063 0.166 4.775
C -3.452 0.778 4.655
N -3.686 -0.300 1.960
C -4.114 -1.505 2.682
C -4.389 -0.083 0.710
H -3.126 3.419 3.489
H -1.876 4.052 2.392
H -1.419 2.850 3.657
H -2.081 3.467 0.429
H -2.151 1.769 -0.121
H -3.656 2.657 0.295
H -0.497 1.101 4.915
H -1.411 -0.173 5.762
H -0.392 -0.592 4.341
H -3.237 1.670 5.266
H -4.276 0.978 3.952
H -3.732 -0.050 5.322
H -4.988 -1.299 3.327
H -4.426 -2.252 1.945
H -3.321 -1.942 3.306
H -5.059 0.794 0.757
H -3.711 0.037 -0.148
H -5.023 -0.953 0.525